(1)
The following is a quantum chemistry calculation of the molecule C20H25N3O at a distorted geometry, from the OMol25 dataset.

Each line ends with the Mulliken charge.
Atoms and positions in Å:
O -0.42 -4.23 -0.85  -0.471
C 0.17 2.77 0.90  -1.323
C 0.89 -1.97 5.99  -0.535
C 0.13 -1.84 4.74  -0.443
C 0.31 -3.85 1.61  -0.719
C -0.27 -3.57 0.28  0.992
C -1.82 0.86 -1.42  -1.027
C 1.67 -3.10 5.89  -0.460
C 0.60 -2.77 3.86  0.405
C 0.23 -2.79 2.43  -0.272
C -0.60 -2.28 0.34  0.497
C -0.55 1.89 0.19  0.202
C -1.35 2.09 -0.97  0.777
C -1.14 -1.47 -0.70  -1.594
C -1.00 -0.11 -0.59  1.310
N 1.40 -3.61 4.65  -0.094
N -0.50 -1.87 1.67  -0.073
N -0.31 0.55 0.31  -0.145
C -0.21 -5.62 -0.69  -0.823
C 1.75 3.19 -4.75  -1.412
C -1.81 3.42 -1.50  -1.131
C 1.13 4.13 -3.71  -0.641
C -0.80 4.25 -2.18  -0.585
C -0.13 3.39 -3.23  -0.381
H 0.79 2.36 1.68  0.340
H 0.07 3.82 0.66  0.281
H 0.74 -1.31 6.84  0.384
H -0.51 -0.92 4.57  0.259
H 0.71 -4.84 1.94  0.283
H -2.52 0.75 -2.31  0.259
H 2.11 -3.59 6.80  0.320
H -1.94 -1.79 -1.39  0.315
H 1.93 -4.34 4.25  0.190
H -0.86 -0.94 1.91  0.286
H 0.66 0.27 0.47  0.281
H -0.85 -6.11 0.14  0.319
H -0.46 -6.12 -1.58  0.297
H 0.80 -5.84 -0.33  0.300
H 2.56 3.81 -5.15  0.406
H 1.10 3.15 -5.57  0.356
H 2.09 2.27 -4.39  0.394
H -2.30 3.95 -0.62  0.316
H -2.59 3.20 -2.30  0.308
H 1.94 4.36 -3.00  0.392
H 1.04 5.12 -4.13  0.427
H -1.10 5.22 -2.56  0.507
H -0.15 4.63 -1.35  0.153
H 0.18 2.42 -2.88  0.246
H -0.83 3.02 -3.99  0.325

Summary:
* frontier orbital gap: 6.688 eV
* HOMO: -6.49 eV
* structure (SMILES): C=c1[nH]/c(=C\c2[nH]c(-c3ccc[nH]3)cc2OC)cc1CCCCC


(2)
The following is a quantum chemistry calculation of the molecule C20H25N3O3 at a distorted geometry, from the OMol25 dataset.

Each line ends with the Mulliken charge.
Atoms and positions in Å:
C -2.60 -3.28 0.37  -1.807
C -3.09 -1.87 0.23  1.171
C -4.22 -1.59 -0.46  -0.831
C -4.69 -0.25 -0.59  0.801
C -5.87 0.09 -1.27  -0.909
C -6.26 1.40 -1.37  -0.419
C -5.49 2.42 -0.80  -0.619
C -4.33 2.11 -0.14  -0.375
C -3.92 0.78 -0.02  0.140
C -2.68 0.48 0.68  0.530
O -1.93 1.33 1.14  -0.809
N -2.37 -0.87 0.83  0.268
C -1.18 -1.16 1.61  -1.599
H -1.29 -2.11 2.12  0.502
H -1.06 -0.36 2.34  0.446
C 0.06 -1.20 0.70  0.895
O 0.57 -2.24 0.33  -0.710
N 0.46 0.02 0.32  0.093
C 1.67 0.22 -0.43  -1.243
H 2.01 -0.77 -0.75  0.447
H 1.47 0.85 -1.30  0.313
C 2.73 0.88 0.46  1.144
O 2.45 1.22 1.60  -0.693
N 3.94 1.09 -0.08  0.128
C 4.41 0.59 -1.36  -1.351
H 3.57 0.30 -1.99  0.529
C 5.37 -0.58 -1.16  0.989
C 5.86 -1.11 -2.50  -1.740
H 6.38 -0.33 -3.05  0.354
H 6.55 -1.94 -2.36  0.408
H 5.03 -1.46 -3.11  0.424
C 6.54 -0.12 -0.28  -0.911
C 6.02 0.46 1.03  -0.572
C 5.02 1.58 0.75  -0.952
H 4.58 1.95 1.68  0.417
H 5.51 2.41 0.24  0.356
H 6.85 0.85 1.63  0.382
H 5.52 -0.32 1.61  0.309
H 7.21 -0.96 -0.08  0.377
H 7.11 0.64 -0.82  0.303
H 4.84 -1.38 -0.64  0.184
H 4.94 1.41 -1.86  0.249
H 0.02 0.83 0.73  0.311
H -3.72 2.88 0.31  0.458
H -5.82 3.44 -0.89  0.395
H -7.18 1.65 -1.89  0.399
H -6.46 -0.70 -1.70  0.392
H -4.79 -2.38 -0.92  0.371
H -2.74 -3.65 1.38  0.325
H -3.16 -3.93 -0.30  0.369
H -1.54 -3.35 0.12  0.361

Summary:
* frontier orbital gap: 8.705 eV
* HOMO: -8.02 eV
* structure (SMILES): Cc1cc2ccccc2c(=O)n1CC(=O)NCC(=O)N1CCC[C@H](C)C1


(3)
The following is a quantum chemistry calculation of a structure of composition C20H25N3O3PdS2 at a distorted geometry, from the OMol25 dataset.

Each line ends with the Mulliken charge.
Atoms and positions in Å:
C -2.50 3.31 0.24  -1.071
C -3.60 3.03 -0.81  0.714
H -2.26 4.34 0.12  0.539
H -2.83 3.00 1.26  0.232
C -3.67 1.74 -1.31  0.736
C -2.47 0.87 -1.09  -0.913
H -1.66 1.32 -1.71  0.324
H -2.71 -0.16 -1.40  0.349
C -4.75 3.91 -1.15  -1.597
H -4.75 4.88 -0.67  0.393
H -5.69 3.43 -0.89  0.320
H -4.89 4.07 -2.22  0.363
C -4.84 1.27 -2.11  -1.814
H -4.99 1.78 -3.05  0.365
H -5.75 1.29 -1.53  0.374
H -4.68 0.20 -2.36  0.382
Pd 2.20 -1.05 -0.05  0.898
O 0.44 0.10 -0.10  -0.797
C -0.71 -0.18 0.29  0.017
O 0.84 -2.57 -0.33  -0.773
C -0.24 -2.56 0.35  0.628
O -0.72 -3.67 0.83  -0.324
N -1.04 -1.49 0.61  0.385
C -2.04 -3.40 1.46  -0.387
C -2.30 -1.94 1.27  -0.588
H -1.96 -3.68 2.51  0.301
H -2.81 -3.99 0.95  0.306
H -2.40 -1.41 2.22  0.386
H -3.16 -1.73 0.64  0.328
C -1.84 0.85 0.23  0.813
C -1.40 2.31 0.52  -1.154
H -2.55 0.56 1.03  0.347
H -0.68 2.82 -0.08  0.289
H -0.84 2.23 1.48  0.613
C 3.01 -4.71 -0.13  -0.863
C 4.03 -3.63 -0.11  0.771
N 3.85 -2.31 -0.04  -0.255
C 5.06 -1.59 0.00  0.114
C 6.16 -2.40 -0.06  -0.279
S 5.72 -4.04 -0.15  -0.067
C 4.97 -0.18 0.16  -0.013
C 5.98 0.77 0.32  -0.345
S 5.31 2.35 0.63  -0.041
C 3.68 1.67 0.53  0.630
N 3.68 0.38 0.25  -0.382
C 2.51 2.52 0.85  -0.385
H 3.19 -5.36 0.76  0.396
H 1.99 -4.32 -0.11  0.008
H 3.20 -5.33 -1.02  0.401
H 7.16 -2.00 -0.07  0.427
H 7.01 0.52 0.26  0.433
H 2.58 2.81 1.90  0.418
H 2.59 3.42 0.23  0.448
H 1.59 1.97 0.64  -0.400

Summary:
* frontier orbital gap (alpha / beta): 5.444 / 2.282 eV
* total charge: +2
* multiplicity: 3
* HOMO (alpha / beta): -12.32 / -12.32 eV


(4)
The following is a quantum chemistry calculation of the molecule C20H25N3O4S2, from the OMol25 dataset.

Each line ends with the Mulliken charge.
Atoms and positions in Å:
C -0.30 -5.00 0.22  -1.223
C -0.69 -3.86 1.16  0.140
H -0.77 -4.21 2.19  0.371
H 0.04 -3.05 1.10  -0.028
O -1.98 -3.35 0.85  -0.359
C -2.07 -2.45 -0.14  0.654
O -1.12 -2.04 -0.76  -0.545
C -3.51 -2.03 -0.36  -0.929
C -3.58 -0.82 -1.22  -0.004
C -3.51 -0.78 -2.58  -0.234
S -3.58 0.85 -3.15  -0.194
C -3.70 1.35 -1.48  0.379
N -3.68 0.39 -0.63  -0.161
S -3.79 3.02 -1.03  -0.204
C -3.95 2.86 0.78  -1.066
H -4.99 2.64 1.00  0.486
C -3.12 1.78 1.47  0.801
O -3.66 1.04 2.26  -0.690
N -1.79 1.76 1.26  0.401
C -1.03 2.64 0.39  -0.795
C 0.41 2.73 0.88  -1.228
N 1.05 1.44 0.85  0.268
C 2.30 1.27 0.28  0.484
C 2.68 0.07 -0.33  -0.577
C 3.95 -0.11 -0.85  -0.665
C 4.88 0.92 -0.79  0.781
C 4.52 2.12 -0.18  -0.719
C 3.26 2.29 0.35  -0.512
H 3.02 3.22 0.84  0.432
H 5.25 2.91 -0.13  0.410
O 6.16 0.85 -1.27  -0.469
C 6.58 -0.33 -1.89  -0.821
H 5.97 -0.56 -2.78  0.331
H 6.54 -1.19 -1.20  0.324
H 7.61 -0.17 -2.20  0.235
H 4.19 -1.05 -1.31  0.390
H 1.97 -0.74 -0.42  0.489
C 0.15 0.31 0.99  -0.985
C -1.02 0.70 1.88  -1.519
H -0.65 1.04 2.86  0.251
H -1.69 -0.14 2.04  0.551
H -0.23 -0.05 0.02  0.527
H 0.70 -0.51 1.47  0.808
H 0.42 3.15 1.90  0.199
H 0.95 3.42 0.23  0.705
H -1.04 2.26 -0.64  0.273
H -1.47 3.64 0.39  0.539
H -3.69 3.85 1.17  0.446
H -3.42 -1.59 -3.27  0.453
H -4.04 -2.87 -0.80  0.441
H -3.95 -1.81 0.61  0.345
H 0.66 -5.40 0.53  0.405
H -0.21 -4.62 -0.79  0.308
H -1.04 -5.78 0.25  0.303

Summary:
* frontier orbital gap: 7.717 eV
* HOMO: -7.18 eV
* structure (SMILES): CCOC(=O)Cc1csc(SCC(=O)N2CCN(c3ccc(OC)cc3)CC2)n1